DFT (ωB97M-V with the def2-TZVPD basis set) results for an isolated molecule of C6H9N at a distorted geometry.

Output
Calculated total energy = -288.64502 a.u.
E_HOMO = -0.295 Eh
Orbital gap = 0.3335 Ha
SMILES string = C=CN(C)C#CC
Relative energy (zero: lowest compared OMol25 entry of this formula, charge and spin) = 85.98 kcal per mole

Element x y z (Å)
C 2.047 -1.613 1.292
H 2.758 -1.589 0.456
H -1.778 1.782 1.010
H 1.500 0.717 -1.360
H -2.367 0.199 1.492
H -1.471 0.878 -2.072
H 0.705 1.294 -2.916
C -0.093 -0.378 0.358
C 0.583 0.937 -1.906
H -3.057 0.990 0.051
C -2.146 0.810 0.626
C -0.632 0.622 -1.455
H 2.465 -1.047 2.127
C 0.787 -1.048 0.870
H 1.911 -2.645 1.627
N -1.211 0.091 -0.201